Version i
# C6H10O

A structure of composition C6H10O (ωB97M-V/def2-TZVPD, OMol25).

```
17
Properties=species:S:1:pos:R:3
C 1.795 0.498 -0.738
C 0.451 0.112 0.153
C 0.159 -1.379 0.388
C -1.329 -1.138 0.008
C -0.951 0.296 -0.514
C -1.119 1.377 0.569
O 0.203 1.087 1.139
H 2.532 0.384 0.040
H 2.064 -0.169 -1.585
H 1.863 1.540 -1.120
H 0.680 -1.989 -0.357
H 0.396 -1.743 1.389
H -1.982 -1.143 0.903
H -1.774 -1.852 -0.696
H 0.095 0.479 -1.158
H -1.903 1.217 1.334
H -1.181 2.423 0.243
```

Its charge is 0. The calculation puts the LUMO energy at 1.02 eV. The orbital gap comes out at 9.2 eV.

***

Version ii
# C6H10O

A structure of composition C6H10O (ωB97M-V/def2-TZVPD, OMol25).

```
17
Properties=species:S:1:pos:R:3
C 1.305 1.595 0.581
C 1.025 0.120 0.328
O 0.595 -0.462 1.592
C -0.645 -0.806 0.999
C -1.409 0.309 0.328
C -0.269 -0.370 -0.376
C -0.405 -1.202 -1.623
H 1.262 2.243 -0.303
H 0.583 1.944 1.323
H 2.292 1.676 1.050
H 1.923 -0.377 -0.058
H -1.136 -1.707 1.353
H -2.402 0.001 0.003
H -1.334 1.356 0.613
H -0.321 -0.629 -2.553
H 0.333 -2.014 -1.644
H -1.397 -1.675 -1.616
```

Its charge is 0. The calculation puts the LUMO energy at 1.06 eV. The orbital gap comes out at 10.0 eV.

***

Relative energies, hartree: version i 0.1160; version ii 0.0000.